Record 1
This record from the OMol25 dataset describes an isolated molecule of C3H6ClNO3. The level of theory is ωB97M-V with the def2-TZVPD basis set.

The energy relative to the best compared isomer or geometry (same formula, charge and spin) comes out at 0.000 eV. As for the gap between HOMO and LUMO: 11.21 eV. As for the spin multiplicity: 1. The value obtained for the HOMO energy is -10.59 eV.

Geometry (Å):
C 0.9913 1.9503 -0.3825
O 0.6052 0.5398 -0.3897
C -0.2035 -0.0456 0.5655
O 0.3417 -0.1405 1.8199
Cl -1.6802 1.1648 0.8813
C -0.4053 -1.5340 0.1114
N -0.7717 -1.6471 -1.1682
O -0.1602 -2.4841 0.8402
H 0.7841 2.3908 0.5266
H 0.4756 2.2633 -1.2765
H 2.0405 2.0508 -0.4131
H 0.1233 -1.0136 2.2047
H -1.0293 -2.5883 -1.5327
H -1.1116 -0.9066 -1.7869

Mulliken atomic charge list, values in e, 8 entries: -0.751, -0.330, 0.477, -0.520, -0.232, 0.519, -0.324, -0.634


Record 2
This record from the OMol25 dataset describes an isolated molecule of C5H9O5. The level of theory is ωB97M-V with the def2-TZVPD basis set.

The energy relative to the best compared isomer or geometry (same formula, charge and spin) comes out at 0.300 eV. As for the gap between HOMO and LUMO (alpha / beta): 10.70 / 8.82 eV. As for the spin multiplicity: 2. As for the expectation value of S²: 0.75. The value obtained for the HOMO energy (alpha / beta) is -10.23 / -10.19 eV.

Geometry (Å):
H -1.3786 -2.1649 -2.1906
C -0.8528 -1.1808 -2.0481
O -0.8956 -0.2851 -2.8911
C -0.2603 -1.1223 -0.6357
C 0.3411 0.2227 -0.0871
C -0.6289 1.3742 -0.2936
C 0.6980 0.1126 1.4283
O 1.5605 1.2127 1.7104
O 1.5629 0.4331 -0.7891
O -1.5094 -1.5332 0.0320
O -1.2851 -1.8587 1.3081
H 0.5244 -1.8985 -0.5673
H -1.5680 1.1679 0.2281
H -0.1896 2.2902 0.1140
H -0.8182 1.4875 -1.3600
H -0.2219 0.1500 2.0269
H 1.2385 -0.8328 1.6187
H 1.6264 1.3169 2.6773
H 2.0565 1.1084 -0.2812

Mulliken atomic charge list, values in e, 8 entries: 0.314, -0.161, -0.465, -0.011, 1.289, -1.723, -0.844, -0.567


Record 3
This record from the OMol25 dataset describes a structure of composition C50H51AsCsIN5O6PS2Se. The level of theory is ωB97M-V with the def2-TZVPD basis set.

The energy relative to the best compared isomer or geometry (same formula, charge and spin) comes out at 1.301 eV. As for the gap between HOMO and LUMO: 5.58 eV. As for the spin multiplicity: 1. As for the charge: -2. The value obtained for the HOMO energy is -2.13 eV.

Geometry (Å):
Cs -1.3768 1.4128 0.3311
C -2.7828 -2.1375 2.8722
C -3.6395 -0.9520 2.5567
N -4.9003 -1.1150 2.2674
C -5.6331 -0.0214 1.9286
C -5.1433 1.2578 1.9500
C -6.0372 2.3984 1.5486
O -6.4486 3.2288 2.6461
C -3.8024 1.4666 2.3499
C -3.2957 2.8625 2.4489
N -2.4138 3.3637 3.2231
C -1.8170 2.6856 4.2956
C -2.5883 2.1591 5.3244
C -1.9915 1.6789 6.4817
C -0.6141 1.7351 6.6291
C 0.1658 2.2504 5.6003
C -0.4245 2.7107 4.4346
I 0.7493 3.4101 2.8844
C -2.9713 0.3440 2.5759
O -1.7065 0.4094 2.6877
H -3.4222 -3.0050 3.0369
H -2.1473 -1.9513 3.7395
H -2.1060 -2.3511 2.0398
H -6.6626 -0.1984 1.6366
H -6.9618 1.9832 1.1441
H -5.5756 3.0154 0.7698
H -5.6588 3.5694 3.0733
H -3.7210 3.5807 1.7450
H -3.6635 2.1333 5.2008
H -2.6128 1.2693 7.2682
H -0.1438 1.3749 7.5357
H 1.2442 2.2986 5.6996
Se -4.4897 0.8689 -1.7980
N -4.9538 -0.2585 -3.0538
C -4.1481 -1.3292 -2.8772
C -4.1387 -2.4787 -3.6912
C -3.3072 -3.5048 -3.3450
C -2.4928 -3.3755 -2.1907
N -2.4517 -2.3240 -1.4146
C -3.2727 -1.2940 -1.7576
N -3.3098 -0.1758 -0.9989
H -4.7904 -2.5284 -4.5551
H -3.2576 -4.4157 -3.9274
H -1.8477 -4.2071 -1.9210
C 3.4810 -5.3451 4.7246
C 2.8340 -4.1307 4.1172
C 2.1401 -3.2256 4.9028
C 1.5384 -2.0987 4.3453
C 0.7821 -1.1554 5.2407
C 1.6599 -1.8736 2.9725
C 1.0202 -0.6424 2.4077
O 1.3082 -0.2251 1.3076
C 2.3339 -2.7871 2.1489
C 2.4097 -2.6683 0.6484
C 2.9129 -3.8998 2.7486
H 3.2371 -5.4361 5.7834
H 4.5694 -5.3047 4.6398
H 3.1544 -6.2608 4.2278
H 2.0505 -3.3923 5.9710
H 0.8170 -1.5070 6.2723
H -0.2675 -1.0482 4.9571
H 1.1955 -0.1482 5.2184
H 0.2390 -0.1336 2.9866
H 1.4101 -2.5308 0.2305
H 2.8346 -3.5865 0.2381
H 2.9840 -1.8155 0.2917
H 3.4253 -4.6143 2.1123
C 3.9369 -3.9466 -3.1389
As 2.5349 -2.5887 -2.9631
C 2.2789 -2.2954 -4.8849
C 1.0391 -3.8311 -2.7269
H 3.5722 -4.8124 -3.6947
H 4.2659 -4.2567 -2.1473
H 4.7866 -3.5091 -3.6636
H 2.1165 -3.2479 -5.3917
H 3.1724 -1.8098 -5.2785
H 1.4281 -1.6310 -5.0334
H 1.0013 -4.5596 -3.5386
H 0.1148 -3.2569 -2.6989
H 1.1507 -4.3425 -1.7704
C 2.9471 6.3893 -2.2819
C 1.8092 6.0853 -1.5498
C 1.3834 4.7704 -1.4233
C 2.0915 3.7318 -2.0315
C 3.2278 4.0544 -2.7709
C 3.6588 5.3685 -2.8958
P 1.4877 2.0004 -1.7822
C 3.0630 1.1093 -2.1003
C 3.7982 0.7693 -0.9649
C 5.0113 0.1010 -1.0580
C 5.5080 -0.2506 -2.3054
C 4.7803 0.0675 -3.4437
C 3.5684 0.7377 -3.3440
C 0.5106 1.5279 -3.2423
C 0.1854 2.3360 -4.3191
C -0.7046 1.8820 -5.2851
C -1.2755 0.6247 -5.1786
C -0.9683 -0.1877 -4.0925
C -0.0830 0.2669 -3.1291
H 3.2695 7.4194 -2.3823
H 1.2209 6.8666 -1.0864
H 0.4659 4.5488 -0.8946
H 3.8009 3.2757 -3.2563
H 4.5455 5.5917 -3.4770
H 3.3946 1.0025 0.0150
H 5.5478 -0.1568 -0.1532
H 6.4452 -0.7885 -2.3878
H 5.1547 -0.2261 -4.4187
H 3.0041 0.9627 -4.2433
H 0.5776 3.3447 -4.3643
H -0.9891 2.5455 -6.0915
H -2.0024 0.2870 -5.9072
H -1.4464 -1.1542 -3.9705
H 0.1127 -0.3552 -2.2586
O -1.0468 3.1652 -1.4407
S -2.4075 3.4363 -1.9439
O -2.7638 2.3435 -2.8951
O -3.3310 3.3428 -0.7699
S -2.4573 5.2379 -2.8330

Mulliken atomic charge list, values in e, 8 entries: 1.509, -1.025, 0.299, -0.735, -0.998, 0.093, -0.884, -0.635


Record 4
This record from the OMol25 dataset describes a cluster of 2 separate species, H2 in total. The level of theory is ωB97M-V with the def2-TZVPD basis set.

The energy relative to the best compared isomer or geometry (same formula, charge and spin) comes out at 6.006 eV. As for the gap between HOMO and LUMO: 6.81 eV. As for the spin multiplicity: 1. The value obtained for the HOMO energy is -9.87 eV.

Geometry (Å):
H 0.0000 0.0000 1.1875
H 0.0000 0.0000 -1.1875

Okay, here come the Mulliken numbers, in e, for every atom: 0.000, 0.000


Record 5
This record from the OMol25 dataset describes a structure of composition C25H30BrGaN5O7S. The level of theory is ωB97M-V with the def2-TZVPD basis set.

The energy relative to the best compared isomer or geometry (same formula, charge and spin) comes out at 0.000 eV. As for the gap between HOMO and LUMO: 8.12 eV. As for the spin multiplicity: 1. As for the charge: +1. The value obtained for the HOMO energy is -10.79 eV.

Geometry (Å):
Ga -0.0114 -0.5028 0.7645
C 1.7413 1.5034 2.6334
O 1.8052 0.8337 1.3646
C 3.0536 0.5961 0.8269
C 4.2289 1.1734 1.2309
C 5.4179 0.8448 0.5897
Br 7.0314 1.7042 0.9838
C 5.4431 -0.1698 -0.3627
C 4.2774 -0.8764 -0.6924
C 3.0873 -0.3890 -0.1649
O 1.8527 -0.9069 -0.5508
C 4.3450 -1.9693 -1.6443
N 5.3178 -2.1405 -2.4557
C 5.0110 -3.3198 -3.1608
C 5.7639 -4.0154 -4.1182
C 5.2667 -5.2024 -4.5884
C 4.0075 -5.6709 -4.1826
C 3.2424 -5.0136 -3.2274
C 3.7877 -3.8424 -2.7205
N 3.2954 -2.9309 -1.7600
H 2.3510 0.9710 3.3902
H 0.7040 1.4423 2.9452
H 2.0032 2.5606 2.4749
H 4.1875 1.9118 2.0173
H 6.3704 -0.4710 -0.7930
H 1.9828 -1.5941 -1.2242
H 6.7087 -3.6435 -4.4316
H 5.8364 -5.8136 -5.2989
H 3.6705 -6.6124 -4.6193
H 2.2764 -5.3840 -2.9290
H 2.9512 -3.3371 -0.8906
C -1.5103 -0.8598 4.5104
O -1.0574 -2.1448 4.1036
C 0.0854 -2.1353 3.5212
C 0.4814 -3.5486 3.2042
H -0.8326 -0.1063 4.1389
H -1.5716 -0.8542 5.5907
H -2.5181 -0.7153 4.0594
H 1.3750 -3.7076 3.8158
H 0.8825 -3.5604 2.1672
H -0.2792 -4.3263 3.3265
C -7.6695 2.5658 0.9290
C -6.3393 2.4658 1.6526
S -4.9257 2.0703 0.6584
O -3.9554 1.3879 1.4938
O -5.4359 1.5066 -0.5771
C -4.2534 3.6967 0.1736
C -3.4694 3.6299 -1.1384
N -2.4508 2.5425 -1.2091
C -1.3164 2.4061 -0.4796
N -0.6731 1.2805 -0.7462
C -1.4228 0.6415 -1.6997
C -2.4796 1.4279 -2.0180
N -3.4022 1.1410 -3.0957
O -3.4505 -0.0191 -3.4287
O -4.0018 2.0620 -3.5980
C -0.8930 3.4432 0.5169
H -8.3625 3.1234 1.5569
H -8.0816 1.5614 0.7772
H -7.6600 3.0303 -0.0615
H -6.4075 1.6223 2.3294
H -6.0667 3.3681 2.2320
H -3.6509 4.0872 1.0171
H -5.1051 4.3752 -0.0234
H -2.9305 4.5714 -1.2755
H -4.1622 3.4958 -1.9433
H -1.2098 -0.3159 -2.1571
H -1.1113 4.4360 0.1599
H 0.2020 3.3609 0.6440
H -1.3768 3.2583 1.4660

Mulliken atomic charge list, values in e, 8 entries: 0.537, -0.946, 0.390, 0.287, -0.283, -0.512, -0.165, -0.882